Entry 1:
Molecular formula: C5H7N3O
Method: DFT, ωB97M-V with the def2-TZVPD basis set

Each atom is followed by the atoms it is bonded to, with distances in Å.
Atoms and positions in Å:
1 C 1.61008 1.01370 0.44302  C3 1.378, N7 1.433, H10 1.132
2 C -0.06546 -0.18044 -0.32973  C3 1.431, C4 1.352
3 C 0.39719 0.49668 0.84242  C1 1.378, C2 1.431, N8 1.381
4 C 0.81068 -0.10421 -1.35665  C2 1.352, N7 1.369, O9 1.375
5 C -2.02713 -0.95856 -0.33745  N6 1.223, H11 1.004
6 N -2.50209 -1.34976 0.71966  C5 1.223, H12 1.007
7 N 1.89165 0.60077 -0.89986  C1 1.433, C4 1.369, H13 1.028
8 N -0.08393 0.74667 2.11211  C3 1.381, H14 1.009, H15 0.989
9 O 0.73769 -0.51170 -2.66777  C4 1.375, H16 0.914
10 H 2.49205 1.41736 1.02623  C1 1.132
11 H -2.45976 -0.82686 -1.23419  C5 1.004
12 H -3.43297 -1.63660 0.97332  N6 1.007
13 H 2.75973 0.51487 -1.44347  N7 1.028
14 H 0.61266 1.12265 2.73759  N8 1.009
15 H -0.66285 0.03113 2.47320  N8 0.989
16 H -0.07753 -0.37569 -3.05842  O9 0.914

Total energy   -434.088178 Ha
Maximum force   6.202 eV Å⁻¹
Gap between HOMO and LUMO   7.92 eV
E_LUMO   0.747 eV

=====

Entry 2:
Molecular formula: C5H7N3O2
Method: DFT, ωB97M-V with the def2-TZVPD basis set

Each atom is followed by the atoms it is bonded to, with distances in Å.
Atoms and positions in Å:
1 C 2.35401 0.94995 0.84816  C2 1.390, N6 1.376, H11 1.066
2 C 0.96459 0.98322 0.87974  C1 1.390, N7 1.367, H12 1.000
3 C 1.70518 0.34195 -1.12797  N6 1.318, N7 1.411, H13 1.094
4 C -1.25940 -2.18934 0.37467  H14 1.019, H15 1.026, H16 1.025
5 C -0.69226 0.33162 -0.76648  N7 1.340, N8 1.417, H17 1.139
6 N 2.78118 0.60935 -0.41515  C1 1.376, C3 1.318
7 N 0.54971 0.65296 -0.38048  C2 1.367, C3 1.411, C5 1.340
8 N -1.82516 0.73222 -0.01523  C5 1.417, O9 1.242, O10 1.242
9 O -2.90525 0.59534 -0.61253  N8 1.242
10 O -1.72435 1.17730 1.13953  N8 1.242
11 H 3.16883 1.10664 1.51804  C1 1.066
12 H 0.32692 1.24915 1.60291  C2 1.000
13 H 1.51771 -0.07470 -2.12187  C3 1.094
14 H -0.34766 -2.51931 0.06260  C4 1.019
15 H -1.67338 -1.88252 1.26171  C4 1.026
16 H -1.89537 -2.14332 -0.42794  C4 1.025
17 H -1.04531 0.07950 -1.81972  C5 1.139

Total energy   -509.214528 Ha
Maximum force   4.304 eV Å⁻¹
Gap between HOMO and LUMO (alpha / beta)   7.26 / 8.45 eV
E_LUMO (alpha / beta)   -2.017 / -0.411 eV

=====

Entry 3:
Molecular formula: C5H7N3O2S
Method: DFT, ωB97M-V with the def2-TZVPD basis set

Each atom is followed by the atoms it is bonded to, with distances in Å.
Atoms and positions in Å:
1 C 3.93556 0.14414 -0.31786  H6 1.219, H7 0.949, H8 0.929, O16 1.418
2 C 1.62120 0.22337 0.16584  N13 1.394, O16 1.339, O17 1.273
3 C -0.58115 0.28850 0.11990  C4 1.402, N13 1.265, S18 1.770
4 C -1.88926 0.77186 -0.02339  C3 1.402, C5 1.567, N15 1.255
5 C -2.20293 2.30392 0.07011  C4 1.567, H10 1.001, H11 0.956, H12 1.111
6 H 3.82931 -0.79122 -1.09300  C1 1.219
7 H 4.24337 -0.34994 0.43122  C1 0.949
8 H 4.73414 0.50464 -0.62616  C1 0.929
9 H -3.06208 -2.17109 -0.43430  N14 1.153
10 H -3.18285 2.31790 -0.13406  C5 1.001
11 H -1.85087 2.67308 -0.73891  C5 0.956
12 H -1.64730 2.72618 0.93518  C5 1.111
13 N 0.46022 0.98253 0.30174  C2 1.394, C3 1.265
14 N -2.30518 -1.33120 -0.20860  H9 1.153, N15 1.387, S18 1.663
15 N -2.81874 -0.04362 -0.24073  C4 1.255, N14 1.387
16 O 2.71189 0.86031 -0.27882  C1 1.418, C2 1.339
17 O 1.64865 -0.97769 0.58811  C2 1.273
18 S -0.66266 -1.47595 0.00821  C3 1.770, N14 1.663

Total energy   -907.517478 Ha
Maximum force   11.022 eV Å⁻¹
Gap between HOMO and LUMO   8.53 eV
E_LUMO   0.162 eV
SMILES   COC(=O)/N=c1\s[nH]nc1C

=====

Entry 4:
Molecular formula: C5H7N3O3S
Method: DFT, ωB97M-V with the def2-TZVPD basis set

Each atom is followed by the atoms it is bonded to, with distances in Å.
Atoms and positions in Å:
1 C 0.94183 -1.07680 1.15159  C2 1.369, S12 1.741, H13 1.070
2 C 0.44637 -0.11615 0.31218  C1 1.369, C5 1.450, N6 1.377
3 C -0.63475 -1.85190 -0.52181  N6 1.280, N7 1.362, S12 1.765
4 C -2.74798 1.42814 0.29699  O9 1.145, O10 1.143
5 C 0.67498 1.31294 0.39712  C2 1.450, N8 1.611, O11 1.396
6 N -0.44231 -0.59118 -0.62645  C2 1.377, C3 1.280
7 N -1.38517 -2.59381 -1.38272  C3 1.362, H14 1.008, H15 1.007
8 N 2.26447 1.53590 0.54068  C5 1.611, H16 1.029, H17 1.023, H18 1.019
9 O -3.00593 1.07802 -0.76200  C4 1.145
10 O -2.53603 1.77518 1.36511  C4 1.143
11 O 0.33480 2.01308 -0.76164  C5 1.396, H19 0.969
12 S 0.26875 -2.63747 0.77564  C1 1.741, C3 1.765
13 H 1.60492 -0.98066 1.98648  C1 1.070
14 H -2.04279 -2.05880 -1.92874  N7 1.008
15 H -1.72954 -3.47289 -1.03343  N7 1.007
16 H 2.82812 0.75115 0.18754  N8 1.029
17 H 2.43846 2.38224 -0.00738  N8 1.023
18 H 2.47862 1.69553 1.52354  N8 1.019
19 H 0.24317 1.40749 -1.51269  O11 0.969

Total energy   -982.860883 Ha
Maximum force   1.773 eV Å⁻¹
Gap between HOMO and LUMO   6.86 eV
E_LUMO   0.494 eV

=====

> Which of these has the lowest total energy?

C5H7N3O3S

=====

> Which of these has the lowest maximum force?

C5H7N3O3S